DFT (ωB97M-V/def2-TZVPD) results for 24 unconnected molecules or ions with the total composition C66H180O24 in a non-equilibrium geometry.

Geometry as XYZ:
```
270
Properties=species:S:1:pos:R:3:forces:R:3:lowdin_charge:R:1
C -2.608646 9.568782 1.339796 1.35 -0.34 -0.23 -0.066
C -2.663986 8.195137 2.032016 -0.13 2.12 0.69 -0.474
C -2.308806 8.427309 3.527141 0.48 0.84 -0.91 -0.048
O -3.954375 7.646792 1.880368 -0.77 -0.66 0.11 -0.070
H -3.196709 9.553907 0.407001 0.46 0.13 0.30 0.074
H -1.510952 9.740386 1.157999 -1.10 0.14 -0.29 0.097
H -2.932383 10.374510 2.002028 -0.29 -0.06 -0.05 0.070
H -1.964416 7.554333 1.503316 -0.02 -0.36 0.24 0.116
H -2.148524 7.492666 4.017787 0.17 -0.51 0.60 0.059
H -3.055956 9.034712 4.056553 -0.34 -0.46 -0.30 0.079
H -1.421353 9.092393 3.605334 -0.12 -0.79 -0.16 0.087
H -4.618111 8.283891 2.187294 0.34 -0.22 -0.07 0.108
C 1.489195 -4.261228 -1.268070 1.38 -0.14 -0.70 -0.038
C 0.124678 -4.567322 -1.855450 -0.98 1.27 -0.91 -0.457
C -0.169422 -6.032839 -1.745419 -0.55 -0.36 -0.73 -0.057
O -0.783374 -3.742143 -1.088333 -1.27 0.68 0.12 -0.118
H 1.858117 -3.273929 -1.556418 -0.08 -0.01 -0.22 0.076
H 2.318723 -5.009125 -1.492235 -1.21 0.77 0.20 0.082
H 1.347067 -4.174873 -0.198973 0.05 -0.34 0.41 0.079
H -0.069606 -4.263647 -2.916451 0.83 -0.13 0.56 0.139
H -1.195731 -6.348520 -1.951370 0.01 0.38 -0.31 0.078
H 0.017505 -6.358533 -0.767722 0.37 -0.48 1.70 0.056
H 0.510545 -6.598609 -2.381968 -0.01 0.03 -0.21 0.080
H -1.381448 -3.078551 -1.577703 1.20 -1.51 0.17 0.082
C -2.093204 -6.763320 2.019141 0.50 -0.96 1.64 -0.039
C -2.150262 -6.278363 3.521281 0.33 0.28 -1.66 -0.478
C -2.028415 -7.364645 4.564316 -1.03 0.00 0.05 -0.071
O -1.143397 -5.265716 3.678861 -0.62 -0.77 1.00 -0.085
H -3.099206 -7.045218 1.700218 0.22 0.03 -0.30 0.073
H -1.409430 -7.633667 1.937576 -0.40 0.32 -0.05 0.082
H -1.652531 -5.971916 1.434941 -0.26 0.28 -0.44 0.043
H -3.201616 -5.961739 3.631798 0.36 0.93 0.18 0.121
H -1.072424 -7.846651 4.621562 0.69 -0.04 0.00 0.068
H -2.758282 -8.129502 4.251834 0.16 0.07 0.31 0.083
H -2.345382 -6.989833 5.559777 0.36 -0.21 -0.53 0.086
H -1.130803 -4.649460 2.924090 -0.34 -0.10 0.02 0.008
C 2.736222 0.950238 3.094012 -1.07 -1.04 -0.65 -0.050
C 3.725631 1.407145 2.027680 0.40 -0.27 0.32 -0.432
C 5.167221 1.271310 2.599114 -1.83 -0.39 -0.39 -0.018
O 3.527442 0.687175 0.803027 0.11 1.07 0.27 -0.091
H 2.811793 1.384291 4.067433 0.51 0.80 0.54 0.041
H 2.831394 -0.123171 3.298311 0.17 0.01 -0.34 0.064
H 1.687979 1.092799 2.787943 0.34 0.01 -0.17 0.071
H 3.502075 2.441299 1.778621 0.22 0.17 -0.08 0.106
H 5.908097 1.471150 1.860830 0.58 0.28 -0.61 0.066
H 5.243169 0.228713 2.914326 0.32 0.10 0.32 0.075
H 5.242749 1.965850 3.424964 0.30 -0.04 0.36 0.073
H 3.607148 -0.272892 0.946367 -0.01 -0.33 0.15 0.025
C 3.550648 1.592153 9.359410 -0.53 0.86 -1.57 -0.033
C 2.593185 1.717678 8.116165 2.10 0.72 -0.54 -0.405
C 2.190025 3.163070 7.783016 -2.17 -1.50 0.75 -0.051
O 3.314055 1.149410 6.945397 -1.38 0.54 0.04 -0.104
H 4.127720 2.490665 9.668360 -0.45 -0.44 -0.64 0.089
H 4.203030 0.799012 9.083298 0.86 -0.60 0.04 0.060
H 2.989191 1.269143 10.192103 -0.68 -0.32 1.08 0.052
H 1.744724 1.068751 8.243948 -0.59 -0.05 0.34 0.118
H 1.396880 3.469164 8.492140 0.51 0.08 0.09 0.090
H 1.633268 3.144679 6.843270 0.48 0.29 -0.37 0.049
H 2.982208 3.867305 7.820547 0.78 0.48 -0.24 0.067
H 2.640917 1.158541 6.213179 1.06 -0.08 0.96 0.062
C -0.486875 -1.995003 -5.460382 -1.80 0.13 -2.64 -0.072
C 0.542805 -1.013281 -5.838465 0.73 1.81 -0.36 -0.444
C 0.537085 -0.747271 -7.329761 -0.17 -1.11 -0.41 -0.055
O 0.337262 0.306180 -5.161560 2.44 -1.07 -0.90 -0.114
H -0.200307 -2.945742 -5.943722 -0.37 0.25 0.17 0.105
H -1.473409 -1.622135 -5.905179 1.09 -0.79 0.73 0.111
H -0.595871 -2.158786 -4.438245 -0.12 -0.15 1.84 0.043
H 1.503557 -1.467614 -5.609482 0.48 0.48 0.59 0.132
H 1.224281 -0.010079 -7.699746 1.00 0.04 0.14 0.071
H -0.382428 -0.320174 -7.623231 -1.52 0.41 -0.08 0.063
H 0.595148 -1.693953 -7.901649 0.39 0.45 0.22 0.097
H 1.260095 0.750792 -5.266387 -2.01 -0.50 0.72 0.094
C 5.812254 -2.187599 0.591082 0.37 0.54 -1.64 -0.045
C 4.567148 -2.896478 0.866415 -2.35 0.01 1.87 -0.463
C 4.705184 -3.886836 2.009001 -2.14 0.11 -0.03 -0.046
O 3.548894 -1.865909 1.120811 0.52 -0.87 0.12 -0.086
H 6.587446 -2.930934 0.370843 0.07 0.46 -0.18 0.098
H 6.133031 -1.483780 1.351578 -0.07 -0.13 0.28 0.085
H 5.491663 -1.624068 -0.298437 1.12 0.25 -0.05 0.082
H 4.187521 -3.426742 -0.002857 0.30 -0.27 -0.36 0.116
H 3.719754 -4.392513 2.209950 1.00 -0.01 -0.57 0.087
H 4.896453 -3.420321 2.963709 0.67 0.39 0.17 0.082
H 5.483542 -4.546987 1.680450 0.34 -0.75 0.40 0.065
H 2.784981 -2.214074 1.620569 0.12 -0.17 0.10 0.066
C -2.997712 -6.125040 -5.057816 0.25 0.09 -0.75 -0.075
C -2.505707 -7.084102 -6.130224 1.31 -1.32 0.78 -0.472
C -1.652493 -8.195673 -5.421861 0.25 1.11 0.03 -0.056
O -3.507451 -7.758558 -6.879162 0.50 0.87 -0.87 -0.039
H -3.518417 -6.643467 -4.253594 -0.11 0.06 0.03 0.085
H -3.620522 -5.387173 -5.543254 -0.43 0.20 0.16 0.061
H -2.132288 -5.587527 -4.653799 -0.14 -0.16 0.13 0.076
H -1.893547 -6.511121 -6.849343 -0.32 -0.39 0.11 0.140
H -1.402100 -9.030087 -6.071585 0.16 0.20 -0.24 0.070
H -2.295768 -8.590972 -4.648475 -0.15 -0.26 0.40 0.063
H -0.741580 -7.790443 -4.911969 -0.65 -0.29 -0.53 0.081
H -4.226823 -8.029638 -6.331098 -0.63 -0.21 0.76 0.074
C -8.434252 -3.568100 -2.607117 -0.91 0.05 0.90 -0.048
C -8.380764 -4.014320 -1.146275 -0.42 0.58 1.09 -0.472
C -7.721937 -2.916676 -0.298929 0.29 -0.57 -0.08 -0.074
O -9.682311 -4.396762 -0.634756 0.47 0.41 -0.28 -0.062
H -8.749627 -2.507223 -2.646119 0.00 -0.50 -0.03 0.088
H -9.135084 -4.176046 -3.179296 0.19 -0.01 -0.07 0.081
H -7.449580 -3.618505 -2.998405 0.92 -0.09 -0.70 0.043
H -7.764522 -4.882225 -0.886568 -0.15 -0.21 -0.94 0.137
H -6.661771 -2.911639 -0.563983 -0.01 0.59 -0.47 0.058
H -7.641071 -3.272343 0.718776 -0.56 0.18 0.55 0.074
H -8.189924 -1.922001 -0.377175 0.23 -0.37 0.05 0.091
H -10.189092 -3.592712 -0.470345 0.02 -0.05 -0.05 0.083
C 2.152756 4.070690 -4.880022 -0.29 1.14 0.30 -0.042
C 2.591350 2.900013 -4.030529 1.01 -0.19 -0.55 -0.426
C 1.630673 2.526478 -2.938414 1.20 0.80 0.06 -0.023
O 2.800108 1.679690 -4.834765 -0.96 -0.40 0.66 -0.091
H 1.179493 4.001373 -5.432216 0.80 -0.35 0.59 0.101
H 2.953794 4.312746 -5.570034 0.02 0.06 -0.46 0.074
H 2.093555 4.970867 -4.207791 -0.07 -0.81 -0.55 0.085
H 3.618047 3.085362 -3.630932 -0.89 0.33 0.03 0.134
H 2.230311 2.090013 -2.160763 -0.15 -0.89 0.43 0.070
H 0.870784 1.918898 -3.370446 -0.75 -0.61 0.14 0.059
H 1.241666 3.428802 -2.494362 -0.45 0.34 0.01 0.065
H 3.214237 1.870011 -5.662970 0.49 0.61 -0.81 0.092
C 7.247994 -0.358150 -3.945877 0.77 -0.20 -1.72 -0.054
C 5.759979 -0.344561 -4.289867 0.98 -0.21 -0.11 -0.489
C 4.987130 -1.518086 -3.711072 1.10 -0.71 -1.43 -0.033
O 5.281345 0.869168 -3.774994 2.17 0.21 0.98 -0.039
H 7.827885 0.459973 -4.459809 -0.82 -0.66 0.47 0.097
H 7.743125 -1.301592 -4.234378 -0.36 0.23 -0.04 0.083
H 7.398975 -0.262317 -2.906864 0.04 0.26 1.39 0.056
H 5.697714 -0.360314 -5.389527 -0.26 0.02 0.08 0.137
H 5.329261 -2.460939 -4.188888 0.05 0.39 0.49 0.095
H 3.963313 -1.454628 -3.978683 -1.20 0.29 -0.10 0.053
H 5.084437 -1.565761 -2.652968 0.12 -0.09 0.92 0.056
H 4.434344 1.036928 -4.099097 -2.51 0.37 -0.74 0.006
C -1.095001 5.615217 -1.933786 1.06 1.14 -1.88 -0.046
C -0.871868 7.161197 -1.754394 -1.78 -1.35 -0.87 -0.447
C -2.264898 7.823228 -2.009061 1.52 0.07 0.43 -0.040
O -0.343397 7.416757 -0.462856 0.12 0.06 -0.75 -0.053
H -1.833695 5.255673 -1.261015 -0.29 -0.45 0.82 0.036
H -0.099922 5.163515 -1.856619 -0.31 -0.40 0.47 0.052
H -1.435171 5.363965 -2.979337 0.18 0.43 0.88 0.092
H -0.197995 7.422902 -2.572377 0.34 0.52 0.23 0.126
H -2.954037 7.361921 -1.346143 -0.82 -0.45 0.75 0.053
H -2.597885 7.582678 -3.016670 0.13 0.24 -0.11 0.078
H -2.297074 8.894503 -1.799668 0.21 -0.03 -0.30 0.071
H 0.588752 7.125604 -0.506734 -0.15 0.28 0.47 0.058
C -3.048229 3.958609 1.523207 0.66 -0.13 0.99 -0.064
C -3.880344 4.079833 0.329559 -2.07 0.31 -1.87 -0.490
C -4.894092 2.961027 0.203335 0.35 -0.67 0.21 -0.052
O -4.748861 5.247539 0.264235 0.79 0.00 0.41 -0.060
H -2.644112 2.943222 1.598384 -0.08 0.12 -0.03 0.070
H -3.692731 4.122199 2.386074 0.24 0.20 0.34 0.101
H -2.199231 4.639507 1.478767 -0.01 0.24 0.38 0.082
H -3.283223 4.118418 -0.591221 0.12 -0.23 0.22 0.101
H -5.714353 3.101143 0.908303 0.11 -0.04 0.03 0.091
H -4.479910 1.961495 0.284351 0.39 -0.23 0.47 0.062
H -5.277569 2.950964 -0.785520 -0.76 0.35 -0.98 0.061
H -4.471702 5.921993 0.901795 0.18 0.11 -0.08 0.043
C -3.752140 -2.748425 -4.516912 0.40 0.90 -0.05 -0.048
C -3.870017 -2.507437 -3.003600 1.77 -0.34 0.46 -0.374
C -4.075839 -3.793616 -2.239109 0.06 0.04 1.28 -0.063
O -2.575115 -1.957053 -2.453938 -1.82 -1.20 0.16 -0.122
H -4.533491 -3.405722 -4.896648 -0.09 -0.01 0.18 0.075
H -2.768043 -3.158567 -4.806365 -0.53 0.01 0.42 0.062
H -3.843516 -1.784817 -5.043586 0.01 -0.28 0.08 0.071
H -4.760490 -1.861321 -2.782585 1.04 -0.06 -0.07 0.146
H -3.404549 -4.636697 -2.367307 0.65 0.28 -0.69 0.065
H -5.023342 -4.150574 -2.573803 -1.06 -0.47 0.26 0.057
H -4.034752 -3.639136 -1.130200 -0.49 0.16 -0.86 0.092
H -2.244865 -1.249027 -3.027001 -0.16 0.66 -0.42 0.010
C 4.655297 -7.216346 -0.126185 0.30 -0.24 1.63 -0.059
C 4.360925 -7.231680 -1.609612 -1.22 0.53 0.40 -0.521
C 5.130550 -6.157805 -2.310105 -0.30 0.59 0.52 -0.058
O 4.660861 -8.501928 -2.187578 0.21 1.00 -0.24 -0.025
H 4.670946 -6.210328 0.368212 -0.13 -0.72 -0.76 0.066
H 5.642211 -7.661157 0.002397 0.29 0.18 0.06 0.082
H 4.011151 -7.849567 0.533627 0.04 0.39 -0.85 0.091
H 3.295712 -6.948150 -1.734932 0.13 -0.60 -0.15 0.115
H 4.957781 -5.201717 -1.785049 -0.21 -0.23 -0.50 0.076
H 4.888575 -6.101659 -3.358923 -0.10 0.15 -0.32 0.083
H 6.163252 -6.342760 -2.186863 1.38 -0.30 -0.11 0.071
H 4.098118 -9.125969 -1.752733 -0.44 -0.76 0.31 0.075
C 3.374569 5.738045 -1.583861 0.70 1.79 -0.30 -0.046
C 3.412666 6.014209 -0.112362 2.40 -1.91 1.66 -0.493
C 4.911165 6.350527 0.373936 -3.26 1.14 0.73 -0.015
O 2.499993 6.973567 0.281969 -1.35 0.60 0.98 -0.069
H 3.992975 6.514947 -2.036060 -0.14 0.28 -0.43 0.084
H 2.375263 5.876638 -1.972338 -0.34 -0.45 -0.19 0.060
H 3.879192 4.833039 -1.855903 -0.20 -0.85 0.04 0.062
H 3.234971 5.026979 0.372951 -0.33 0.56 0.03 0.114
H 4.878305 6.644571 1.439922 -0.10 -0.05 -0.38 0.069
H 5.290619 7.185110 -0.176037 0.48 0.40 -0.48 0.063
H 5.483084 5.488617 0.328728 1.37 -1.60 -0.49 0.043
H 2.179515 6.823730 1.235135 0.70 0.00 -1.48 0.081
C -0.359171 1.868435 0.319658 0.76 -1.41 0.30 -0.023
C -0.726565 0.722850 -0.610332 1.21 -0.50 0.47 -0.451
C 0.330368 -0.381043 -0.562650 -0.46 0.36 0.53 -0.009
O -2.015563 0.182526 -0.316597 -0.39 0.09 0.21 -0.071
H -0.320449 1.537046 1.368303 -0.22 0.08 -0.15 0.080
H -0.995317 2.694790 0.202147 -1.01 1.13 -0.02 0.044
H 0.653324 2.200903 0.080903 0.02 -0.09 -0.12 0.082
H -0.740205 1.103635 -1.593366 -0.17 0.56 -1.33 0.083
H 0.196674 -0.882181 0.407604 0.55 -0.05 -0.19 0.094
H 1.349659 -0.010625 -0.728672 -0.25 0.00 0.36 0.082
H 0.117400 -1.084505 -1.343653 -0.12 -0.63 -0.43 0.057
H -2.196380 -0.636615 -0.828673 0.30 0.54 0.05 0.084
C -4.507811 -1.594294 1.394138 1.26 0.16 0.00 -0.048
C -3.711290 -0.834009 2.446543 -0.32 -0.82 0.58 -0.480
C -3.852688 -1.492785 3.834861 -0.52 0.23 -2.09 -0.018
O -2.315538 -0.788375 2.166900 0.20 1.41 -1.42 -0.108
H -4.286482 -2.630044 1.565648 0.07 -0.85 -0.52 0.075
H -4.120734 -1.220734 0.446702 -0.29 -0.40 -0.37 0.070
H -5.573779 -1.454846 1.446474 -0.40 0.27 0.17 0.072
H -4.173484 0.142209 2.408004 0.31 0.83 0.58 0.121
H -4.884782 -1.753815 3.916053 -0.89 -0.05 0.53 0.073
H -3.572779 -0.782442 4.551801 0.47 0.67 1.40 0.043
H -3.314540 -2.424983 3.911301 0.55 -0.14 -0.07 0.080
H -2.145280 -0.152701 1.362641 -0.48 -1.72 1.37 0.094
C -0.479767 1.678275 4.734169 -0.36 0.24 0.03 -0.061
C -1.587559 2.709106 4.872657 2.99 0.88 -0.10 -0.454
C -2.862426 2.147660 5.282326 -0.27 -0.48 1.78 -0.053
O -0.962745 3.717332 5.746086 -1.17 0.54 -0.28 -0.075
H -0.740031 0.885964 4.049889 0.10 -0.32 -0.45 0.071
H -0.344512 1.221353 5.721357 0.15 -0.03 -0.04 0.087
H 0.420631 2.229055 4.448176 0.03 -0.44 -0.09 0.057
H -1.752183 3.256707 3.934015 0.32 -0.01 0.19 0.124
H -3.324330 1.625148 4.510699 -0.59 -0.97 -1.79 0.051
H -3.541872 2.911361 5.533729 -0.89 1.01 0.66 0.078
H -2.780516 1.417164 6.083520 0.09 0.12 0.44 0.096
H -0.530442 3.377862 6.541736 -0.42 -0.51 -0.36 0.060
C 1.040136 -1.755061 5.185998 -1.10 0.54 0.19 -0.047
C 1.996239 -2.602427 4.416406 0.27 1.58 -1.63 -0.490
C 2.215170 -3.930191 4.983282 0.14 -2.72 -0.21 -0.058
O 1.632480 -2.741662 3.002959 1.85 0.89 0.66 -0.068
H -0.014378 -2.122715 5.246141 0.67 0.29 -0.68 0.107
H 1.126652 -0.706429 4.841702 -0.52 -0.52 0.19 0.058
H 1.339887 -1.804156 6.215845 0.43 0.26 0.69 0.075
H 2.913473 -1.981598 4.335033 -0.11 -0.67 0.19 0.134
H 2.710831 -4.039009 5.959757 -0.40 0.59 -0.14 0.093
H 2.880319 -4.477564 4.278648 -0.53 0.09 0.43 0.074
H 1.221103 -4.456207 4.996312 0.91 0.21 0.13 0.101
H 0.772668 -3.085153 2.852034 -1.68 -0.58 -0.03 0.035
C 1.195280 4.277153 2.159163 0.26 -0.32 1.10 -0.033
C 1.744717 5.110680 3.332912 -0.77 -0.85 2.43 -0.416
C 3.104738 4.613755 3.963188 -1.51 -0.91 -1.95 -0.009
O 1.825027 6.460772 2.883940 0.42 0.61 -0.43 -0.072
H 0.671019 3.348165 2.522409 0.26 1.17 -0.36 0.073
H 2.009006 3.930012 1.533745 0.12 0.04 -0.28 0.045
H 0.563961 4.964273 1.589303 -0.27 -0.48 -0.05 0.085
H 0.970019 5.119400 4.165575 0.69 -0.17 -0.94 0.138
H 3.364323 4.986063 4.925386 -0.12 0.62 0.75 0.061
H 3.806678 4.954055 3.219642 0.91 -0.18 -0.14 0.066
H 3.127180 3.497032 4.020482 -0.04 0.94 -0.15 0.068
H 2.554442 6.956342 3.278587 -0.13 -0.33 0.25 0.110
C -2.605119 2.347937 -3.086555 -1.48 0.75 1.01 -0.053
C -2.992036 1.175787 -3.923892 1.13 0.02 -0.47 -0.466
C -3.268616 1.582702 -5.365371 -0.46 -0.44 -0.70 -0.042
O -2.046928 0.122742 -3.796670 1.07 -0.09 -0.55 -0.094
H -1.605638 2.722981 -3.203919 0.55 -0.02 -0.13 0.072
H -2.856605 2.132423 -2.046514 0.69 -0.14 0.20 0.070
H -3.311485 3.155955 -3.289823 0.15 0.27 -0.30 0.090
H -3.848020 0.724644 -3.455408 -0.90 -0.01 -0.18 0.137
H -2.458319 2.145867 -5.915374 -0.62 -0.61 0.94 0.100
H -4.165988 2.233766 -5.295678 0.46 -0.36 -0.48 0.087
H -3.507824 0.658405 -5.957603 0.08 0.91 0.34 0.082
H -1.175848 0.297223 -4.223283 -0.42 0.30 0.06 0.071
O -1.030805 -3.366978 1.827973 -0.10 0.41 0.19 -0.055
H -1.528218 -2.544776 2.026186 0.16 -0.02 -0.22 0.045
H -1.059175 -3.494727 0.868693 0.14 0.02 -0.35 0.033
O 4.664480 2.317549 -1.143820 -0.53 -0.90 0.92 -0.093
H 5.335938 1.952975 -1.729542 -0.10 -0.20 -0.10 0.009
H 4.344407 1.555028 -0.554879 0.48 1.18 -0.85 0.033
```
Positions in Å, forces in eV/Å.

Results
E in Eh: -4428.26745
Kohn-Sham gap in Ha: 0.35421
Total charge: 0